{
  "formula": "C16H52N4O8",
  "method": "ωB97M-V/def2-TZVPD",
  "elements": ["C", "C", "C", "O", "C", "N", "H", "H", "H", "H", "H", "H", "H", "H", "H", "H", "H", "C", "C", "C", "O", "C", "N", "H", "H", "H", "H", "H", "H", "H", "H", "H", "H", "H", "C", "C", "C", "O", "C", "N", "H", "H", "H", "H", "H", "H", "H", "H", "H", "H", "H", "C", "C", "C", "O", "C", "N", "H", "H", "H", "H", "H", "H", "H", "H", "H", "H", "H", "O", "H", "H", "O", "H", "H", "O", "H", "H", "O", "H", "H"],
  "coordinates": [[-1.270, -5.823, -1.826], [-2.645, -5.292, -2.095], [-2.908, -3.833, -1.786], [-2.367, -3.380, -0.598], [-2.437, -1.968, -0.221], [-2.994, -5.692, -3.464], [-1.146, -6.718, -2.434], [-1.198, -5.901, -0.741], [-0.535, -5.074, -2.122], [-3.387, -5.884, -1.558], [-3.951, -3.532, -1.694], [-2.475, -3.283, -2.621], [-1.769, -1.871, 0.634], [-3.417, -1.712, 0.182], [-2.135, -1.283, -1.014], [-3.970, -5.448, -3.553], [-2.884, -6.689, -3.580], [0.348, 0.427, -1.226], [1.094, -0.187, -0.018], [0.617, 0.330, 1.343], [1.354, 1.472, 1.843], [1.115, 2.834, 1.423], [0.869, -1.562, -0.176], [0.910, 0.095, -2.099], [0.523, 1.497, -1.111], [-0.709, 0.164, -1.244], [2.140, 0.097, -0.137], [0.730, -0.529, 2.004], [-0.452, 0.537, 1.385], [1.550, 3.546, 2.124], [0.042, 2.956, 1.277], [1.558, 3.028, 0.446], [0.031, -1.943, 0.240], [0.934, -1.931, -1.114], [-3.928, -0.149, 2.431], [-2.524, 0.495, 2.543], [-2.419, 1.972, 2.113], [-3.200, 2.374, 1.013], [-2.721, 1.862, -0.164], [-2.020, 0.263, 3.901], [-3.990, -1.160, 2.834], [-4.179, -0.159, 1.371], [-4.745, 0.468, 2.805], [-1.955, -0.077, 1.810], [-1.364, 2.239, 2.056], [-2.778, 2.560, 2.958], [-3.275, 2.195, -1.042], [-2.699, 0.779, -0.283], [-1.712, 2.204, -0.393], [-1.795, -0.721, 3.877], [-1.068, 0.590, 3.985], [3.689, 4.682, -2.075], [4.055, 3.191, -2.249], [4.134, 2.514, -0.879], [4.682, 1.158, -1.070], [4.600, 0.414, 0.178], [2.984, 2.538, -3.069], [2.814, 4.853, -1.448], [3.418, 5.126, -3.032], [4.428, 5.261, -1.520], [5.061, 3.187, -2.669], [3.180, 2.458, -0.353], [4.897, 3.005, -0.276], [5.096, 1.009, 0.946], [4.907, -0.627, 0.084], [3.614, 0.299, 0.629], [3.267, 1.640, -3.433], [2.310, 2.260, -2.370], [-0.294, 4.839, 1.306], [-0.706, 5.443, 0.688], [0.642, 5.033, 1.242], [1.895, -2.288, 1.454], [1.446, -1.680, 0.867], [2.754, -1.891, 1.599], [1.479, 1.099, 3.676], [0.893, 1.587, 3.098], [0.917, 0.801, 4.392], [-0.267, -2.644, -1.321], [0.406, -3.325, -1.352], [-1.095, -3.125, -1.324]],
  "homo_energy_ev": -7.41,
  "total_energy_ha": -1461.2394,
  "homo_lumo_gap_ha": 0.28499,
  "relative_energy_ev": 12.296
}